1.
The following is a quantum chemistry calculation of C75H72F3MnN10O4Se as an isolated structure, from OMol25.

Structure (XYZ):
```
166
Properties=species:S:1:pos:R:3:mulliken_charge:R:1
Mn -0.284 0.483 -0.449 -0.158
C -0.078 5.117 -1.618 -1.408
C 0.394 5.277 -3.069 2.812
C 0.978 6.677 -3.273 -2.210
C 1.475 4.230 -3.361 -1.622
C -0.782 5.105 -4.053 -0.040
O -1.073 5.940 -4.884 -0.718
N -1.439 3.927 -3.896 0.923
C -2.585 3.431 -4.524 0.672
C -3.303 4.120 -5.497 -0.614
C -4.458 3.568 -6.027 -0.654
C -4.906 2.331 -5.598 -0.902
C -4.197 1.643 -4.628 -0.271
C -3.040 2.174 -4.086 -0.017
C -2.292 1.497 -3.005 0.190
C -1.039 0.916 -3.321 -0.099
C -0.638 0.469 -4.605 -1.751
C 0.568 -0.170 -4.449 -1.235
C 0.941 -0.033 -3.084 0.399
N -0.070 0.609 -2.401 1.284
C 2.174 -0.389 -2.485 0.674
C 2.532 0.097 -1.220 -0.253
C 3.877 0.246 -0.752 -1.726
C 3.809 0.865 0.455 -1.353
C 2.417 0.991 0.780 -0.096
C 1.902 1.240 2.049 0.379
C 0.562 0.943 2.382 -0.191
N -0.455 0.782 1.481 0.063
C -1.567 0.407 2.201 0.254
C -2.880 0.443 1.684 0.918
C -3.139 0.888 0.378 -0.668
C -4.361 1.479 -0.069 -1.208
C -4.166 1.878 -1.357 -1.594
C -2.844 1.471 -1.726 0.611
N -2.218 0.915 -0.636 1.366
C -3.992 0.099 2.588 0.859
C -4.105 0.737 3.821 -0.365
C -5.036 0.336 4.760 -0.977
C -5.856 -0.745 4.485 -0.713
C -5.796 -1.367 3.251 -0.931
C -4.904 -0.929 2.278 0.263
N -4.876 -1.504 1.003 0.979
C -5.874 -2.208 0.400 -0.025
O -6.882 -2.579 0.964 -0.718
C -5.657 -2.460 -1.100 3.066
C -5.987 -1.150 -1.826 -1.879
C -6.645 -3.536 -1.552 -2.147
C -4.230 -2.915 -1.409 -1.782
C -1.199 0.206 3.561 -1.656
C 0.104 0.602 3.684 -1.258
C 2.822 1.625 3.143 0.200
C 3.770 0.723 3.612 0.027
C 4.608 1.040 4.665 -1.294
C 4.496 2.277 5.274 -0.686
C 3.568 3.192 4.813 -0.553
C 2.750 2.899 3.728 0.165
N 1.809 3.827 3.260 0.422
C 1.723 5.192 3.256 -0.252
O 0.613 5.691 3.207 -0.690
C 2.961 6.108 3.186 2.596
C 4.249 5.415 2.747 -1.753
C 2.620 7.187 2.143 -1.936
C 3.139 6.817 4.536 -1.694
N 1.661 0.580 -0.289 0.844
C 3.087 -1.376 -3.100 0.009
C 3.276 -2.575 -2.415 0.078
C 4.061 -3.581 -2.948 -1.272
C 4.675 -3.395 -4.175 -0.669
C 4.534 -2.199 -4.854 -0.781
C 3.757 -1.180 -4.315 0.268
N 3.636 0.082 -4.902 0.607
C 4.160 0.543 -6.063 0.141
O 4.836 -0.123 -6.819 -0.711
C 3.829 2.020 -6.337 2.064
C 2.311 2.221 -6.410 -1.300
C 4.458 2.397 -7.678 -1.952
C 4.431 2.878 -5.218 -1.485
H 0.724 5.420 -0.946 0.296
H -0.327 4.080 -1.377 -0.074
H -0.945 5.742 -1.415 0.376
H 1.845 6.824 -2.635 0.410
H 0.237 7.436 -3.039 0.487
H 1.277 6.813 -4.309 0.375
H 2.337 4.415 -2.720 0.695
H 1.795 4.292 -4.398 0.148
H 1.120 3.220 -3.157 0.100
H -1.101 3.303 -3.171 -0.899
H -2.958 5.088 -5.823 0.558
H -5.018 4.114 -6.774 0.399
H -5.810 1.903 -6.006 0.421
H -4.538 0.680 -4.281 0.578
H -1.219 0.572 -5.502 0.795
H 1.140 -0.666 -5.210 0.783
H 4.753 -0.039 -1.306 0.731
H 4.625 1.169 1.084 0.667
H -5.235 1.615 0.540 0.612
H -4.855 2.389 -2.001 0.677
H -3.445 1.566 4.030 0.649
H -5.105 0.852 5.707 0.400
H -6.556 -1.103 5.225 0.397
H -6.446 -2.197 3.034 0.549
H -4.111 -1.173 0.428 -0.879
H -6.972 -0.795 -1.529 0.490
H -5.991 -1.313 -2.902 0.472
H -5.263 -0.372 -1.600 0.275
H -7.658 -3.244 -1.288 0.458
H -6.431 -4.482 -1.061 0.403
H -6.584 -3.674 -2.629 0.424
H -3.495 -2.127 -1.252 -0.234
H -4.160 -3.218 -2.451 0.637
H -3.963 -3.766 -0.786 0.441
H -1.838 -0.190 4.325 0.842
H 0.694 0.619 4.579 0.972
H 3.831 -0.249 3.150 0.816
H 5.321 0.312 5.021 0.474
H 5.120 2.532 6.118 0.420
H 3.455 4.146 5.302 0.476
H 0.920 3.399 3.013 0.042
H 4.082 4.828 1.846 0.305
H 4.650 4.759 3.512 0.364
H 5.003 6.171 2.529 0.491
H 2.525 6.750 1.152 0.368
H 3.404 7.940 2.118 0.482
H 1.678 7.666 2.392 0.367
H 3.486 6.138 5.310 0.274
H 2.191 7.248 4.852 0.381
H 3.870 7.618 4.440 0.442
H 2.792 -2.709 -1.457 0.518
H 4.198 -4.504 -2.406 0.507
H 5.281 -4.177 -4.607 0.392
H 5.033 -2.039 -5.794 0.612
H 3.077 0.713 -4.343 -0.425
H 1.880 1.593 -7.186 0.352
H 2.089 3.259 -6.650 0.562
H 1.819 1.982 -5.470 -0.019
H 4.036 1.785 -8.471 0.399
H 5.529 2.214 -7.653 0.410
H 4.280 3.444 -7.904 0.421
H 3.966 2.672 -4.256 0.086
H 4.284 3.933 -5.441 0.433
H 5.501 2.692 -5.131 0.371
F -1.873 -6.404 -2.004 -0.302
C -1.563 -6.004 -0.759 0.682
F -2.658 -6.252 -0.011 -0.251
F -0.622 -6.860 -0.321 -0.267
C -1.152 -4.567 -0.691 0.370
C -0.879 -3.839 -1.847 -1.496
C -0.598 -2.496 -1.725 -0.379
N -0.564 -1.842 -0.555 1.865
C -0.783 -2.565 0.552 -0.722
C -1.084 -3.911 0.537 -1.344
H -0.905 -4.306 -2.817 0.665
H -0.398 -1.916 -2.612 0.100
H -0.734 -2.032 1.489 0.483
H -1.268 -4.444 1.454 0.651
Se 2.350 -2.536 1.681 -0.315
C 2.843 -3.003 3.448 0.258
C 3.628 -4.128 3.704 -0.627
C 3.951 -4.425 5.013 -0.345
N 3.580 -3.694 6.054 -0.723
C 2.851 -2.616 5.801 -0.472
C 2.448 -2.229 4.539 0.014
H 3.966 -4.754 2.891 0.392
H 4.544 -5.300 5.251 0.340
H 2.574 -2.035 6.673 0.380
H 1.839 -1.347 4.397 0.430
```

As for the multiplicity: 2. As for the total energy: -7602.024976 hartree. The charge is -1. For the orbital gap (spin up / spin down), the calculation gives 4.6 / 4.6 eV.

2.
The following is a quantum chemistry calculation of CH2N2O2S as an isolated structure at a distorted geometry, from OMol25.

Structure (XYZ):
```
8
Properties=species:S:1:pos:R:3:mulliken_charge:R:1
C -0.096 -0.233 0.580 0.033
N -2.046 -0.294 -0.774 -0.597
N -1.197 -0.543 0.070 0.227
O 2.625 -0.237 0.427 -0.486
O 0.779 1.205 -0.184 -0.414
S 1.469 -0.115 -0.409 0.592
H 0.378 -0.342 1.548 0.389
H -1.913 0.559 -1.259 0.256
```

As for the energy relative to the best compared isomer or geometry (same formula, charge and spin): 609.3 kJ/mol. As for the total energy: -697.318898 hartree. For the orbital gap, the calculation gives 8.7 eV.

3.
The following is a quantum chemistry calculation of a 2-piece molecular cluster, C3H9NOS2 overall, from OMol25.

Structure (XYZ):
```
16
Properties=species:S:1:pos:R:3:mulliken_charge:R:1
C -0.352 1.658 -1.016 -0.646
N -1.743 1.743 -1.433 -0.172
C -2.355 0.681 -2.014 0.092
O -1.756 -0.263 -2.472 -0.559
H 0.013 0.649 -1.168 0.134
H -0.234 1.945 0.029 0.310
H 0.275 2.345 -1.589 0.265
H -2.320 2.392 -0.926 0.253
H -3.448 0.788 -2.010 0.326
C 1.348 -2.264 2.541 -0.786
S 0.812 -1.038 1.276 -0.002
S 2.340 -1.009 -0.092 -0.225
H 1.863 -3.066 2.022 0.293
H 0.421 -2.590 3.006 0.265
H 1.997 -1.805 3.282 0.291
H 3.138 -0.166 0.563 0.160
```

As for the energy relative to the best compared isomer or geometry (same formula, charge and spin): 38.1 kJ/mol. As for the total energy: -1046.071095 hartree. For the orbital gap, the calculation gives 9.7 eV.